Entry 1:
DFT (ωB97M-V/def2-TZVPD) results for a 3-piece molecular cluster, C2H8NO4 overall in a non-equilibrium geometry.

The LUMO energy is 0.0585 Eh. For the energy relative to the best compared isomer or geometry (same formula, charge and spin), the calculation gives 6.124 eV. Its highest occupied orbital energy is -3.84 eV. The value obtained for the frontier orbital gap is 5.434 eV.

ORCA input file:
```
! wB97M-V def2-TZVPD RIJCOSX def2/J DEFGRID3
* xyz -1 1
O 1.11942 -0.82957 -0.10973
C 0.47515 0.32985 -0.32628
O -0.77110 0.21463 -0.99033
C 0.19071 1.06969 0.89114
N -0.54609 0.43404 1.83560
H 1.07616 0.92540 -1.02871
H 0.87558 1.78405 1.34230
H -1.61010 0.58371 1.64489
H -0.37740 -0.55486 1.62827
H 1.64314 -0.98677 -0.96893
H 2.94330 -1.19837 -2.92385
O 2.47076 -1.27143 -2.10776
H -3.40614 -0.26559 0.40459
H -1.46318 0.03612 -0.24890
O -2.62021 -0.27090 0.95771
*
```

=====

Entry 2:
DFT (ωB97M-V/def2-TZVPD) results for one molecule with the formula C4H9NO.

The LUMO energy is 0.0424 Eh. For the energy relative to the best compared isomer or geometry (same formula, charge and spin), the calculation gives 1.395 eV. Its highest occupied orbital energy is -9.60 eV. The value obtained for the frontier orbital gap is 10.750 eV. Its structure (SMILES) is CCO/C=N/C.

ORCA input file:
```
! wB97M-V def2-TZVPD RIJCOSX def2/J DEFGRID3
* xyz 0 1
C 2.18108 0.23751 -0.71731
C 1.45153 -0.74385 0.18279
O 0.29006 -1.27829 -0.46768
C -0.87144 -0.64735 -0.25129
N -1.01729 0.38276 0.46239
C -2.36792 0.87889 0.61858
H 2.37675 -0.21108 -1.69672
H 1.58850 1.14672 -0.85869
H 3.14009 0.51587 -0.26514
H 2.07267 -1.61649 0.40172
H 1.14872 -0.26350 1.11705
H -1.67999 -1.16864 -0.77563
H -2.39817 1.94720 0.38479
H -2.68262 0.76749 1.66275
H -3.10452 0.36759 -0.02265
*
```

=====

Entry 3:
DFT (ωB97M-V/def2-TZVPD) results for C38H38F6HgN6O6P2S2Te as an isolated structure.

Its expectation value of S² is 0.755. The LUMO energy (alpha / beta) is 0.0611 / 0.0609 Eh. For the energy relative to the best compared isomer or geometry (same formula, charge and spin), the calculation gives 0.000 eV. Its highest occupied orbital energy (alpha / beta) is -3.57 / -4.79 eV. The value obtained for the frontier orbital gap (alpha / beta) is 5.232 / 6.442 eV.

ORCA input file:
```
! wB97M-V def2-TZVPD RIJCOSX def2/J DEFGRID3
* xyz -1 2
Hg 1.13481 -1.21344 -0.00697
F 4.01823 -1.57395 5.09095
C 3.00582 -2.34864 4.71034
F 1.99577 -2.16873 5.57625
F 3.39533 -3.62167 4.79466
S 2.42404 -1.94270 3.00668
O 1.25152 -2.76014 2.86725
O 2.26140 -0.50840 3.01729
N 3.56098 -2.43952 2.05001
S 4.64552 -1.38416 1.52157
O 4.18975 -0.64368 0.37598
O 5.35770 -0.68045 2.55074
C 5.85083 -2.62163 0.85494
F 6.69819 -1.98859 0.02998
F 6.56917 -3.16880 1.83733
F 5.26143 -3.59548 0.17439
Te -1.40489 3.45956 -1.56236
C -1.09557 5.03771 -0.20113
C -1.02769 4.81587 1.16665
C -0.79716 5.89493 2.00353
N -0.63338 7.14858 1.58650
C -0.69167 7.34462 0.27234
C -0.91423 6.33870 -0.65386
C -0.85635 1.91412 -0.26786
P 0.79901 1.39804 -0.44741
C 1.30551 1.26045 -2.20214
C 0.38947 0.72183 -3.10913
C 0.75024 0.49423 -4.42831
C 2.04153 0.77888 -4.85922
C 2.96046 1.29258 -3.95797
C 2.59647 1.53020 -2.63849
C 1.88734 2.68833 0.21613
C 2.04680 3.91790 -0.42378
C 2.83044 4.90339 0.14977
C 3.47595 4.66317 1.35649
C 3.33776 3.43574 1.98471
C 2.54465 2.44813 1.41764
P -2.05127 0.53276 -0.25345
C -1.99212 -0.06408 1.48932
C -0.97674 0.27086 2.37412
C -0.94036 -0.27827 3.64969
C -1.92744 -1.15640 4.05916
C -2.95963 -1.48939 3.18589
C -2.98341 -0.95366 1.91040
C -3.64985 1.43098 -0.16172
C -3.95477 2.26892 0.90849
C -5.16129 2.94359 0.95359
C -6.08686 2.78462 -0.07157
C -5.79700 1.94886 -1.13801
C -4.58345 1.27563 -1.17711
H -1.11295 3.80957 1.55973
H -0.73887 5.73982 3.07543
H -0.54181 8.36452 -0.06631
H -0.93195 6.57503 -1.71066
H -0.61947 0.50215 -2.76898
H 0.02127 0.11039 -5.13560
H 2.32452 0.60570 -5.88894
H 3.97050 1.50965 -4.27869
H 3.33114 1.91065 -1.94051
H 1.54628 4.10493 -1.36708
H 2.93593 5.86062 -0.34323
H 4.09385 5.43273 1.80033
H 3.85457 3.23367 2.91307
H 2.45323 1.48542 1.90089
H -0.20641 0.96983 2.06747
H -0.12065 -0.03155 4.30841
H -1.89025 -1.59177 5.04848
H -3.74165 -2.16916 3.50102
H -3.78834 -1.21807 1.23034
H -3.23117 2.39374 1.70498
H -5.38323 3.59522 1.78891
H -7.03186 3.31126 -0.03475
H -6.51432 1.82094 -1.93910
H -4.34967 0.62660 -2.01386
N -0.72364 -2.92427 0.13671
C -0.41802 -4.34233 0.22638
C -1.62458 -5.24001 -0.12000
C -2.34315 -4.88491 -1.42772
C -1.62101 -5.25027 -2.72385
N -0.43143 -4.45332 -3.03079
C -0.43125 -3.14400 -3.28003
N 0.67865 -2.44503 -3.11238
N -1.55308 -2.54271 -3.71874
C 0.80821 -4.72002 -0.65359
O 0.89916 -5.90690 -1.01262
O 1.56463 -3.78403 -1.01843
H -1.25316 -2.57153 0.92492
H -1.21221 -2.67275 -0.71344
H -0.11192 -4.54482 1.25693
H -2.36113 -5.17343 0.68584
H -1.27098 -6.26905 -0.16256
H -2.59681 -3.82209 -1.44983
H -3.30522 -5.40661 -1.44768
H -2.31662 -5.19326 -3.56747
H -1.26407 -6.27868 -2.67858
H 0.42311 -4.83330 -2.62263
H 1.28343 -2.80738 -2.33742
H 0.66025 -1.44433 -3.25828
H -2.35224 -3.08431 -3.98956
H -1.55658 -1.55399 -3.89888
*
```

=====

Entry 4:
DFT (ωB97M-V/def2-TZVPD) results for C3H6N4SSe4Zn as an isolated structure.

The LUMO energy is -0.0011 Eh. For the energy relative to the best compared isomer or geometry (same formula, charge and spin), the calculation gives 0.000 eV. Its highest occupied orbital energy is -7.47 eV. The value obtained for the frontier orbital gap is 7.437 eV.

ORCA input file:
```
! wB97M-V def2-TZVPD RIJCOSX def2/J DEFGRID3
* xyz 0 1
Zn 1.51761 2.08648 -0.37188
C -1.25638 -2.43276 0.25212
C -1.55187 -1.00720 0.51889
N -2.68008 -0.52086 0.91583
N -2.45728 0.82599 1.01535
C -1.21561 1.19365 0.69244
S -0.54991 2.73654 0.71178
N -0.62295 0.00665 0.36983
N 0.70399 -0.07803 -0.01091
H -2.15196 -3.01621 0.44562
H -0.45224 -2.79140 0.89567
H -0.95248 -2.57653 -0.78522
H -3.19648 1.44276 1.30527
H 0.80987 -0.37973 -0.97810
H 1.26054 -0.62154 0.63819
Se 3.58649 1.84052 0.77929
Se 4.68985 1.41643 -1.27536
Se 3.09602 0.12560 -2.38422
Se 1.42286 1.74964 -2.73458
*
```

=====

Entry 5:
DFT (ωB97M-V/def2-TZVPD) results for C32H29AsN4OSW as an isolated structure in a non-equilibrium geometry.

The LUMO energy (alpha / beta) is -0.4963 / -0.4940 Eh. Its highest occupied orbital energy (alpha / beta) is -19.00 / -19.00 eV. The value obtained for the frontier orbital gap (alpha / beta) is 5.496 / 5.559 eV.

ORCA input file:
```
! wB97M-V def2-TZVPD RIJCOSX def2/J DEFGRID3
* xyz 4 1
W -0.52871 0.43234 -0.03223
N -4.03533 -1.33867 -1.34123
C -3.61601 -2.48840 -0.65656
C -4.22715 -3.72432 -0.50521
C -3.55581 -4.63026 0.29549
C -2.34187 -4.30560 0.91858
C -1.74121 -3.06852 0.75580
C -2.39716 -2.15727 -0.06111
N -2.09437 -0.81959 -0.39042
C -3.13370 -0.39213 -1.15306
C -3.08977 0.98982 -1.57701
C -3.92654 1.80630 -2.26572
S -3.29979 3.40510 -2.28281
C -1.92143 2.89089 -1.46340
N -1.93239 1.60816 -1.11875
H -4.89438 -1.24884 -1.87056
H -5.17072 -3.96669 -0.97387
H -3.98318 -5.61012 0.45858
H -1.87198 -5.04544 1.55242
H -0.81156 -2.82546 1.25145
H -4.87785 1.58953 -2.72705
H -1.12171 3.56730 -1.20292
C 6.63667 0.73839 -0.68467
C 6.16636 0.75470 0.61996
C 4.80273 0.84168 0.86431
C 3.93128 0.88810 -0.22674
C 4.39081 0.87234 -1.54182
C 5.75726 0.79891 -1.75890
As 2.05573 0.96563 0.25521
C 1.10939 1.23290 -1.47567
C 1.14061 2.44057 -2.20461
C 0.71234 2.43399 -3.51480
C 0.18775 1.26103 -4.09300
C 0.14458 0.07203 -3.39612
C 0.68888 0.03153 -2.09360
C 0.89979 -1.18031 -1.27381
C 0.68587 -2.50223 -1.70789
C 1.12733 -3.53649 -0.90794
C 1.69655 -3.29088 0.35181
C 1.81485 -2.00140 0.83581
C 1.45513 -0.92878 0.00245
H 7.70199 0.68876 -0.86753
H 6.85896 0.71794 1.44957
H 4.44708 0.88883 1.88760
H 3.71464 0.91252 -2.38787
H 6.13971 0.79123 -2.77056
H 1.53051 3.34892 -1.75868
H 0.77480 3.33699 -4.10855
H -0.16352 1.29152 -5.11676
H -0.23418 -0.82345 -3.87116
H 0.25111 -2.71247 -2.67566
H 1.03925 -4.55705 -1.25819
H 2.04495 -4.12458 0.94858
H 2.24640 -1.82813 1.81494
C -1.32143 2.50439 4.98874
N -1.28702 2.24941 3.51531
C -1.66221 3.35846 2.61800
C -0.95179 1.09660 3.05190
C -0.52065 -0.07858 3.84782
O -0.98934 0.91053 1.72793
H -1.82746 3.44963 5.14382
H -0.30081 2.56090 5.36256
H -1.88133 1.71171 5.47762
H -1.68349 4.27295 3.19958
H -2.65240 3.16486 2.20521
H -0.91787 3.45233 1.82838
H -0.68491 0.04516 4.91387
H 0.55033 -0.22759 3.68022
H -1.05261 -0.96159 3.49293
*
```

=====

Entry 6:
DFT (ωB97M-V/def2-TZVPD) results for C7H9N as an isolated structure in a non-equilibrium geometry.

The LUMO energy is 0.0268 Eh. For the energy relative to the best compared isomer or geometry (same formula, charge and spin), the calculation gives 6.628 eV. Its highest occupied orbital energy is -7.83 eV. The value obtained for the frontier orbital gap is 8.554 eV.

ORCA input file:
```
! wB97M-V def2-TZVPD RIJCOSX def2/J DEFGRID3
* xyz 0 1
C 1.54375 -0.13780 -1.18816
C 0.72512 0.90245 -1.62159
C -0.85355 0.55272 0.25202
C 0.21198 0.49732 1.24553
C 0.14264 -0.72312 1.83059
C -0.49709 -1.69041 0.80691
C -1.14384 -0.88328 -0.05453
H 0.90704 -0.71645 -0.35122
H 2.93493 -0.07712 -1.32790
H 1.03828 1.96041 -2.24552
H -0.93976 1.74608 -1.54710
H -1.81238 0.96374 0.50997
H 1.06173 1.18343 1.64397
H 1.09213 -0.90463 2.47282
H -0.41796 -2.82100 0.90660
H -1.71597 -0.88441 -1.11452
N -0.41744 1.20609 -0.93881
*
```